Density functional theory data (the ωB97M-V functional and the def2-TZVPD basis) for a structure of composition C39H45Ge2N2O2S4W.

Positions of all 95 atoms, in Å:
1 W -1.27883 -0.34676 0.62071
2 Ge 0.68524 -1.46513 -0.56512
3 Ge 3.25933 -0.70985 -1.33017
4 S -2.20176 2.37294 -1.41323
5 S -0.39625 1.83613 3.04603
6 S -5.82595 -1.10893 1.57611
7 S -0.36425 -3.13377 4.18161
8 O -0.43986 0.99344 1.70843
9 O -1.59352 1.12892 -0.67989
10 N -3.36118 -0.60563 1.35736
11 N -1.06055 -1.60903 2.29245
12 C -2.23555 -2.14968 2.82145
13 C -4.83729 0.86068 -0.07573
14 C 2.30321 -3.98463 -0.07893
15 C -1.79057 3.76538 -0.37148
16 C 3.88722 2.84606 3.89466
17 C -0.37502 3.79692 0.20180
18 C 1.30192 2.16562 3.29744
19 C 0.42279 2.05258 -4.44938
20 C -1.83268 3.53104 -3.75189
21 C -1.20992 3.75158 -4.96903
22 C -0.32719 -2.30099 -3.27944
23 C -0.08757 3.00903 -5.31522
24 C -1.95252 -1.61342 -1.70934
25 C -2.03759 -3.01035 3.84708
26 C -1.35075 -2.63050 -4.15469
27 C -0.16525 1.82867 -3.21120
28 C 1.62307 2.48462 4.61485
29 C -4.56335 -0.22604 0.90890
30 C -0.39265 4.33183 1.63761
31 C 3.54526 2.50539 2.58883
32 C 2.41975 -5.33482 0.23365
33 C -3.01304 -1.96276 -2.54410
34 C -4.75028 -2.08332 2.47161
35 C -3.48112 -1.65982 2.24394
36 C -0.08671 -4.16668 0.04336
37 C 2.93494 2.84036 4.90315
38 C 0.03379 -5.50893 0.37850
39 C -1.27803 2.58615 -2.88862
40 C -2.68601 -2.47002 -3.79102
41 C 2.97972 1.14824 -1.79034
42 C 1.05199 -3.38316 -0.16309
43 C -1.11424 3.42627 2.63117
44 C 1.28817 -6.09685 0.47607
45 C 3.70328 -1.85576 -2.79099
46 C 2.24073 2.16443 2.26795
47 C 1.44114 -1.66225 2.73477
48 C 4.25787 -0.85510 0.30531
49 C -0.61046 -1.78057 -2.01333
50 C 0.02530 -2.05072 2.96735
51 H -2.56835 3.73292 0.39344
52 H -1.09460 -3.75987 -0.09530
53 H 1.98089 -1.60927 3.67972
54 H 0.38146 3.16808 -6.27573
55 H 4.42536 -1.86413 0.66582
56 H -0.91215 5.29122 1.69602
57 H 5.23107 -0.42183 0.04871
58 H 0.21066 1.07362 -2.53849
59 H 0.27462 4.40524 -0.42626
60 H -3.47123 -2.75048 -4.47929
61 H 0.62581 4.53087 1.97382
62 H -2.38664 -1.23046 -0.74576
63 H -1.20457 3.88456 3.62115
64 H 4.30413 2.52189 1.81892
65 H 3.82038 -0.24601 1.09408
66 H 1.38189 -7.14635 0.71403
67 H -2.73315 4.07757 -3.50175
68 H -4.38185 0.62633 -1.04269
69 H 1.50872 -0.69495 2.23941
70 H 3.39851 -5.79099 0.28298
71 H -1.61197 4.48319 -5.65433
72 H 3.06194 -1.70073 -3.65512
73 H 0.04385 2.78785 0.19551
74 H -4.44552 1.81158 0.28908
75 H 4.90759 3.11747 4.12886
76 H 0.88407 2.45410 5.40479
77 H 4.71340 -1.52048 -3.05530
78 H -2.02060 4.62511 -1.00604
79 H -0.85647 -6.10402 0.53341
80 H 3.84136 1.69369 -1.39983
81 H 2.95004 1.27320 -2.86981
82 H 1.91684 -2.42190 2.10912
83 H 3.21546 -3.43850 -0.26224
84 H -5.09748 -2.88420 3.10086
85 H -2.76313 -3.55047 4.43085
86 H -5.90650 0.98240 -0.23337
87 H -4.04474 -1.84459 -2.24710
88 H 3.20845 3.09596 5.91693
89 H 3.74311 -2.90854 -2.52891
90 H -1.11691 -3.04108 -5.12720
91 H 1.95896 1.91195 1.25211
92 H 0.69566 -2.49006 -3.58252
93 H 2.08036 1.58212 -1.36215
94 H 1.28012 1.46971 -4.75488
95 H -2.13365 3.15745 2.33855

The calculation puts the HOMO energy (spin up / spin down) at -0.669 / -0.664 hartree. As for the LUMO energy (spin up / spin down): -0.47468 / -0.44632 Ha. The total charge is +4. The spin multiplicity is 2. As for the energy relative to the best compared isomer or geometry (same formula, charge and spin): 0.0 kJ/mol.